[1]
Entry from the Open Molecules 2025 dataset: a single C20H18N4O3S molecule in a non-equilibrium geometry (ωB97M-V/def2-TZVPD).

Structure (XYZ):
```
46
Properties=species:S:1:pos:R:3
C -4.8029 -0.7821 -2.5486
C -3.6194 -0.0720 -3.1858
C -3.6575 0.1323 -4.5589
C -2.6506 0.7873 -5.2290
C -1.5641 1.2659 -4.5157
C -1.4775 1.0355 -3.1598
C -2.4888 0.3650 -2.4696
C -2.4120 0.0901 -0.9831
C -3.0064 1.2518 -0.1961
C -2.3768 2.6470 -0.4905
O -3.1182 3.4078 -1.0777
O -1.1595 2.9785 0.0172
N -0.9973 -0.0240 -0.5701
C -0.5241 -0.7997 0.5291
O -1.3064 -1.3437 1.3266
C 0.9665 -1.0716 0.6400
C 1.4513 -1.8766 1.6491
C 2.7983 -2.1723 1.8060
S 3.4518 -3.0971 3.1788
C 4.1186 -1.7247 4.1196
N 3.3769 -0.6496 4.2637
C 3.8253 0.3908 4.9609
C 5.1422 0.3907 5.3712
C 5.8864 -0.7552 5.1502
N 5.3666 -1.8362 4.5943
C 3.6623 -1.5788 0.8867
C 3.1549 -0.7924 -0.1282
N 1.8336 -0.5261 -0.2562
H -5.1158 -0.2921 -1.6105
H -4.5578 -1.8190 -2.3065
H -5.6108 -0.8382 -3.2717
H -4.5174 -0.1647 -5.1456
H -2.7080 0.9523 -6.3205
H -0.8039 1.8210 -5.0543
H -0.5931 1.4347 -2.6909
H -2.9246 -0.8656 -0.7860
H -4.0704 1.3398 -0.4134
H -2.8823 1.0584 0.8719
H -0.9285 3.8791 -0.2904
H -0.2856 0.3299 -1.1875
H 0.7985 -2.2390 2.4401
H 3.2162 1.2396 5.1949
H 5.5990 1.2643 5.8206
H 6.9571 -0.7462 5.4378
H 4.7321 -1.7276 0.9770
H 3.8223 -0.2671 -0.7892
```

The SMILES is Cc1ccccc1[C@H](CC(=O)O)NC(=O)c1cc(Sc2ncccn2)ccn1. For the largest force on an atom, the calculation gives 0.05411 hartree/bohr. For the relative energy (zero: lowest compared OMol25 entry of this formula, charge and spin), the calculation gives 68.12 kJ/mol. The LUMO energy comes out at -0.01 eV. The total charge is 0. Its total energy is -43970.565 eV. Its orbital gap is 9.103 eV.

These are the Löwdin partial charges, in e, on atoms 1 to 6: -0.03, -0.20, -0.06, -0.09, -0.08, -0.04



[2]
Entry from the Open Molecules 2025 dataset: a molecular structure, C5H10MgO3Ru in a non-equilibrium geometry (ωB97M-V/def2-TZVPD).

Structure (XYZ):
```
20
Properties=species:S:1:pos:R:3
O -0.6319 -1.6056 -1.5425
C -1.3521 -0.4988 -1.9814
C -1.9461 0.3159 -0.8367
O -0.9101 0.4484 0.1431
C -1.1168 1.3952 1.1762
Ru 0.1120 -1.2652 0.1646
H -2.1834 -0.7722 -2.6576
H -0.6715 0.1736 -2.5430
H -2.8074 -0.1892 -0.3698
H -2.2734 1.3121 -1.1697
H -0.8156 0.9125 2.1130
H -0.4672 2.2664 1.0100
H -2.1699 1.7144 1.1743
C 1.9726 -1.5535 1.2113
C 2.7734 -0.6782 0.4486
O 2.8916 0.5449 0.7553
Mg 2.3728 2.3901 0.0353
H 1.7097 -1.2243 2.2254
H 2.1612 -2.6217 1.0548
H 3.3521 -1.0650 -0.4113
```

For the largest force on an atom, the calculation gives 0.06439 hartree/bohr. For the relative energy (zero: lowest compared OMol25 entry of this formula, charge and spin), the calculation gives 0.00 kJ/mol. Its spin multiplicity is 6. The LUMO energy (spin up / spin down) comes out at -3.34 / -5.25 eV. The total charge is +1. Its total energy is -19505.258 eV. Its orbital gap (spin up / spin down) is 8.078 / 6.963 eV.

These are the Löwdin partial charges, in e, on atoms 1 to 6: -0.39, -0.32, -0.18, -0.44, -0.06, 1.33



[3]
Entry from the Open Molecules 2025 dataset: a molecular structure, C8H14NO3S2Zn in a non-equilibrium geometry (ωB97M-V/def2-TZVPD).

Structure (XYZ):
```
29
Properties=species:S:1:pos:R:3
Zn -0.0177 0.0645 -0.8592
O 0.5804 -0.5581 0.8698
N 0.2296 -1.8164 1.2373
C 0.5630 -2.1508 2.5376
C 0.0231 -3.3292 3.0187
C -0.7574 -4.1671 2.2074
C -0.8742 -3.8757 0.8632
C -0.3712 -2.6490 0.3139
S -0.3432 -2.1090 -1.3549
H 1.1402 -1.3940 3.0686
H 0.1986 -3.5878 4.0669
H -1.1940 -5.0344 2.6532
H -1.4150 -4.5577 0.2445
C -0.1376 3.6815 -0.3898
S -1.1807 2.1997 -0.7056
C -2.8056 2.7536 -1.3667
O -0.5166 1.6181 -1.9962
H -0.8502 4.5066 -0.3169
H 0.5398 3.7798 -1.2535
H 0.3669 3.4874 0.5880
H -3.1732 3.4974 -0.6428
H -3.4573 1.8812 -1.3126
H -2.6607 3.1651 -2.3987
C 2.6626 1.0817 -1.7081
O 2.5021 -0.2759 -1.4506
H 3.7326 1.3256 -1.9668
H 2.3786 1.6864 -0.8252
H 2.0219 1.3168 -2.5458
H 2.8152 -0.5403 -0.5758
```

For the largest force on an atom, the calculation gives 0.06289 hartree/bohr. For the relative energy (zero: lowest compared OMol25 entry of this formula, charge and spin), the calculation gives 18.93 kJ/mol. Its spin multiplicity is 2. The LUMO energy (spin up / spin down) comes out at -0.54 / -0.42 eV. The total charge is 0. Its total energy is -86239.213 eV. Its orbital gap (spin up / spin down) is 2.912 / 6.530 eV.

These are the Löwdin partial charges, in e, on atoms 1 to 6: 0.47, -0.33, -0.25, -0.08, -0.12, -0.16



[4]
Entry from the Open Molecules 2025 dataset: a molecular structure, C50H47Cl2GeN7OS2Tc in a non-equilibrium geometry (ωB97M-V/def2-TZVPD).

Structure (XYZ):
```
111
Properties=species:S:1:pos:R:3
Tc -1.7478 -0.2169 -0.3411
Cl -5.9279 1.2451 -2.5780
C -4.8658 2.2474 -1.5950
C -5.2347 3.5423 -1.2099
C -4.4451 4.2451 -0.3518
Cl -4.7906 5.9044 0.0385
C -3.2354 3.7232 0.2156
C -2.4122 4.3211 1.1916
C -1.2483 3.7309 1.5635
C -0.9257 2.4380 1.0302
N -1.7314 1.8349 0.1975
C -2.8740 2.4470 -0.2540
C -3.6870 1.6256 -1.1126
O -3.3439 0.3614 -1.2785
H -6.1278 3.9291 -1.5222
H -2.6062 5.2612 1.7770
H -0.5332 4.0766 2.2949
H 0.0339 2.0299 1.2646
S -2.7828 -0.5725 1.8725
C -1.7073 -1.3433 2.8940
N -2.0614 -1.5897 4.1439
C -1.1033 -2.0529 5.1174
C -0.0490 -2.8767 4.4727
N 0.4736 -2.2677 3.2597
C 1.8889 -2.4834 3.0536
C 2.6638 -1.8202 4.1835
C 3.7532 -2.4983 4.7335
C 4.5794 -1.8319 5.6572
C 4.1947 -0.6132 6.2200
C 3.0835 0.1025 5.7133
C 2.3248 -0.5281 4.6964
C -0.2953 -1.6532 2.4095
S 0.0890 -1.4104 0.8188
C -3.4723 -1.2938 4.5790
C -3.6445 -1.2571 6.0611
C -4.0334 -2.3576 6.8098
C -4.0238 -2.3662 8.1794
C -3.6700 -1.2178 8.9135
C -3.3519 -0.1147 8.1512
C -3.2821 -0.1291 6.7487
H -1.5625 -2.7353 5.8420
H -0.5306 -1.2742 5.6431
H -0.4329 -3.8784 4.1662
H 0.7685 -3.0167 5.1275
H 2.2200 -2.1298 2.0903
H 2.2137 -3.4628 3.0909
H 4.0483 -3.4848 4.3467
H 5.4619 -2.2959 6.0146
H 4.7458 -0.2259 7.0479
H 2.8043 1.0329 6.0633
H 1.5579 0.0872 4.2454
H -4.1335 -1.9343 4.0919
H -3.5922 -0.3107 4.1220
H -4.4196 -3.2205 6.3423
H -4.3254 -3.2849 8.7375
H -3.6855 -1.1943 9.9770
H -3.1010 0.8754 8.6009
H -3.0417 0.7627 6.1995
C 3.2380 1.1591 1.5654
C 3.8693 0.0625 0.9907
C 3.5596 -0.2186 -0.3425
C 2.6128 0.5278 -1.0880
C 2.0302 1.7242 -0.5057
C 2.3365 1.9648 0.8482
Ge 2.3745 0.0987 -2.9774
C 3.0970 -1.4143 -3.9014
C 3.3854 -1.3211 -5.2678
C 3.8620 -2.4710 -5.9552
C 4.0733 -3.6793 -5.2164
C 3.8314 -3.6817 -3.8875
C 3.3272 -2.6069 -3.2126
C 2.2107 1.6601 -4.1086
C 1.0993 2.4690 -4.1948
C 1.1514 3.6597 -4.9180
C 2.3882 4.0644 -5.5233
C 3.4816 3.2212 -5.4140
C 3.4001 1.9950 -4.7682
H 3.4315 1.4004 2.6357
H 4.6073 -0.5004 1.5426
H 4.0586 -0.9786 -0.9202
H 1.2511 2.3769 -0.9845
H 1.8758 2.7136 1.4609
H 3.2726 -0.3564 -5.7951
H 4.0269 -2.4695 -7.0981
H 4.4085 -4.5862 -5.7254
H 4.0893 -4.5685 -3.3597
H 3.1254 -2.8092 -2.1795
H 0.1440 2.1919 -3.7333
H 0.3249 4.3881 -4.9534
H 2.4304 5.0250 -5.9776
H 4.3765 3.4358 -5.9452
H 4.2199 1.3259 -4.8090
C -0.7870 0.4226 -7.4089
C -2.0117 -0.2947 -6.7774
C -2.8043 0.7589 -5.9314
C -1.6318 -1.4698 -5.8380
N -1.2197 -1.0292 -4.4575
C -1.8098 -0.7025 -3.3145
N -0.8548 -0.4112 -2.4674
N 0.2927 -0.5445 -3.1304
N 0.1103 -0.8483 -4.3414
H -1.1170 1.3114 -7.8582
H -0.1454 -0.2158 -8.0682
H -0.0928 0.6846 -6.6521
H -2.6395 -0.6829 -7.5412
H -2.0944 1.2244 -5.2351
H -3.6722 0.4538 -5.3754
H -3.1934 1.5116 -6.6519
H -0.8105 -2.0827 -6.1915
H -2.5056 -2.1057 -5.7123
H -2.8506 -0.6625 -3.0965
```

For the largest force on an atom, the calculation gives 0.07927 hartree/bohr. For the relative energy (zero: lowest compared OMol25 entry of this formula, charge and spin), the calculation gives 291.02 kJ/mol. Its spin multiplicity is 3. The LUMO energy (spin up / spin down) comes out at -9.03 / -9.12 eV. The total charge is +3. Its total energy is -170495.568 eV. Its orbital gap (spin up / spin down) is 5.920 / 5.977 eV.

These are the Löwdin partial charges, in e, on atoms 1 to 6: 1.08, 0.73, -0.51, -0.08, -0.55, 0.77



[5]
Entry from the Open Molecules 2025 dataset: a gas-phase ion, C3H8N3S (charge +1) in a non-equilibrium geometry (ωB97M-V/def2-TZVPD).

Structure (XYZ):
```
15
Properties=species:S:1:pos:R:3
C 0.9593 0.5412 -1.2338
C -0.2722 -0.1964 -0.7295
N -1.4902 0.6068 -0.9085
S -2.5538 0.3477 0.3789
N -1.1492 -0.0618 1.3765
C -0.0853 -0.4582 0.6895
N 0.9656 -1.0361 1.2723
H 1.2659 1.3474 -0.6301
H 0.5898 0.9781 -2.1656
H 1.8007 -0.0612 -1.3538
H -0.4269 -1.0833 -1.2653
H -1.2812 1.5682 -0.9885
H -1.0684 -0.1665 2.3556
H 1.7557 -1.5466 0.8791
H 0.9902 -0.7793 2.3231
```

The SMILES is C[C@@H]1NSNC1=[NH2+]. For the largest force on an atom, the calculation gives 0.06567 hartree/bohr. For the relative energy (zero: lowest compared OMol25 entry of this formula, charge and spin), the calculation gives 76.89 kJ/mol. The LUMO energy comes out at -3.84 eV. The total charge is +1. Its total energy is -18538.709 eV. Its orbital gap is 9.402 eV.

These are the Löwdin partial charges, in e, on atoms 1 to 6: 0.00, -0.36, -0.30, 1.02, -0.15, -0.36